16
Properties=species:S:1:pos:R:3 method="wB97M-V/def2-TZVPD" charge=-1 homo_lumo_gap_ha="0.0853 / 0.3181" de_lowest_kj_mol=56.0 e_homo_ev="0.94 / -5.43" s2=0.7506 spin_multiplicity=2
C 0.8181 -0.6962 -0.7554
C 1.8605 0.3844 -0.4607
S 2.2201 0.5000 1.3074
C -0.5674 -0.2008 -0.3038
N -1.3314 -1.0428 0.4671
O -0.9835 0.8747 -0.6985
H 0.6516 -0.7605 -1.8316
H 1.0581 -1.6370 -0.2845
H 2.7614 0.1673 -1.0048
H 1.4671 1.2928 -0.9085
H 2.2538 -0.8526 1.4569
H -0.8533 -1.8812 0.7810
H -2.2535 -1.2172 0.0746
H -2.9994 0.6718 -1.0312
H -4.4630 0.2872 -0.8169
O -3.6004 -0.0944 -1.0445

***

7
Properties=species:S:1:pos:R:3 method="wB97M-V/def2-TZVPD" charge=-1 homo_lumo_gap_ha=0.3226 de_lowest_kj_mol=289.2 e_homo_ev=-4.78 spin_multiplicity=1
N 0.9898 0.8903 -0.2513
N 2.2344 0.8915 -0.0535
O -1.8632 -0.5819 -1.4142
O 0.1653 -0.0247 0.2276
O -2.1703 -1.0594 0.9832
S -1.8243 -0.0827 -0.0448
H 2.4684 -0.0332 0.5529

***

113
Properties=species:S:1:pos:R:3 method="wB97M-V/def2-TZVPD" charge=+2 homo_lumo_gap_ha=0.2740 de_lowest_kj_mol=33.6 e_homo_ev=-13.67 spin_multiplicity=1
Ta -1.3093 -0.2060 -0.5968
N 0.3603 -1.8541 -0.8367
N 0.5661 -2.2264 -2.1749
C -0.3150 -1.8220 -3.1061
N -0.0728 -2.0743 -4.3711
N -1.4268 -1.2557 -2.5818
N -2.5611 -1.1414 -3.3770
O -2.4803 -1.2212 -4.5800
O -3.5838 -0.9970 -2.7494
H 1.1817 -1.3546 -0.4889
H 0.2681 -2.6674 -0.2199
H 1.5112 -2.4761 -2.4304
H 0.7819 -2.5254 -4.6559
H -0.7469 -1.7800 -5.0641
O -3.2579 0.5260 -0.3208
C -3.1821 1.3276 -1.3336
O -2.0757 1.2379 -1.9672
C -4.2524 2.2287 -1.6992
C -5.4589 2.1886 -0.9959
C -6.4783 3.0507 -1.3520
C -6.2913 3.9433 -2.4025
C -5.0918 3.9798 -3.1058
C -4.0671 3.1201 -2.7590
H -5.5845 1.4804 -0.1869
H -7.4190 3.0298 -0.8199
H -7.0921 4.6163 -2.6792
H -4.9638 4.6766 -3.9223
H -3.1262 3.1298 -3.2933
O 1.8503 -2.1385 3.5178
S 1.1602 -0.8593 4.1135
C 1.0358 -1.3560 5.8524
C 1.8097 -0.3115 6.6517
C 3.0428 0.0222 5.8163
C 2.5216 0.2964 4.4094
H 1.5224 -2.3318 5.8752
H -0.0130 -1.4613 6.1195
H 2.0615 -0.7077 7.6341
H 1.2020 0.5829 6.8040
H 3.7387 -0.8176 5.8049
H 3.5732 0.8923 6.1996
H 3.2321 0.1390 3.5978
H 2.0928 1.2949 4.3031
C -2.8765 2.5228 1.9674
S -1.3083 2.3941 1.0943
C -1.3985 3.8713 0.0671
H -2.8710 3.3935 2.6202
H -2.9864 1.6230 2.5702
H -3.7037 2.5897 1.2637
H -2.3240 3.8910 -0.5061
H -0.5491 3.8446 -0.6139
H -1.3338 4.7619 0.6894
F -1.2677 -0.4430 1.2600
B 1.9576 -2.3021 2.0267
F 1.0045 -3.2420 1.5775
F 1.6559 -1.0576 1.4306
F 3.2252 -2.7191 1.7313
C -4.7806 -1.4081 1.4856
C -4.4738 -2.1258 0.1700
P -2.7004 -2.5287 -0.0414
C -2.5698 -3.9273 -1.2337
C -3.8735 -4.6450 -1.5859
C -2.2152 -3.2536 1.5596
C -3.0211 -4.4950 1.9436
H -5.8175 -1.0727 1.4805
H -4.1473 -0.5352 1.6344
H -4.6604 -2.0717 2.3409
H -4.7742 -1.5227 -0.6847
H -5.0337 -3.0605 0.1169
H -1.8604 -4.6294 -0.7861
H -2.1020 -3.5650 -2.1485
H -4.3389 -5.0971 -0.7113
H -3.6675 -5.4425 -2.2987
H -4.5917 -3.9661 -2.0451
H -2.3247 -2.4631 2.3037
H -1.1511 -3.4846 1.5160
H -4.0909 -4.2921 1.9952
H -2.7056 -4.8496 2.9241
H -2.8651 -5.3135 1.2409
F 4.7094 0.8716 1.6081
C 4.7861 -0.2014 0.8170
C 3.9858 -0.3092 -0.3097
C 4.1514 -1.4581 -1.0607
F 3.3860 -1.6248 -2.1787
C 5.0392 -2.4626 -0.7490
F 5.1285 -3.5513 -1.5041
C 5.8193 -2.3211 0.3883
F 6.6630 -3.2726 0.7317
C 5.6921 -1.1858 1.1714
F 6.4233 -1.0569 2.2676
Ge 2.8898 1.1279 -1.0341
S 0.6261 1.0988 -0.9984
C 3.0061 2.7850 -0.0190
C 2.5633 2.7591 1.2952
F 2.1528 1.5952 1.8262
C 2.5179 3.8832 2.0896
F 2.0948 3.8076 3.3512
C 2.9186 5.0996 1.5563
F 2.8790 6.1895 2.3015
C 3.3486 5.1701 0.2407
F 3.7135 6.3352 -0.2740
C 3.3812 4.0169 -0.5287
F 3.7672 4.1337 -1.8010
C 3.5008 1.2806 -2.8761
C 2.8075 0.9328 -4.0183
F 1.5510 0.4525 -3.9362
C 3.3707 1.0146 -5.2770
F 2.6727 0.6510 -6.3500
C 4.6782 1.4566 -5.4117
F 5.2253 1.5345 -6.6092
C 5.4139 1.7985 -4.2853
F 6.6670 2.2040 -4.4059
C 4.8134 1.6944 -3.0446
F 5.5355 1.9940 -1.9560

***

11
Properties=species:S:1:pos:R:3 method="wB97M-V/def2-TZVPD" homo_lumo_gap_ha=0.3999 smiles="O=C1NCCO1" de_lowest_kj_mol=15.1 e_homo_ev=-10.11 spin_multiplicity=1
O -1.4529 0.4428 2.1617
C -0.7632 0.1755 1.2132
N -0.2148 1.0536 0.3108
C 0.3352 0.3765 -0.8424
C 0.4750 -1.0471 -0.2636
O -0.3907 -1.0873 0.8701
H -0.6278 1.9719 0.2901
H -0.3313 0.4049 -1.7156
H 1.3079 0.7863 -1.1331
H 1.4986 -1.2485 0.0690
H 0.1640 -1.8288 -0.9601

***

59
Properties=species:S:1:pos:R:3 method="wB97M-V/def2-TZVPD" charge=-1 homo_lumo_gap_ha=0.3110 de_lowest_kj_mol=148.4 e_homo_ev=-6.45 spin_multiplicity=1
N 23.1790 26.3640 7.5930
O 24.0480 26.7250 6.8340
O 22.7390 27.1360 8.4810
O 23.0000 25.1820 7.6100
O 26.4140 18.9700 5.9460
S 26.0530 19.4910 4.6800
O 25.2350 18.6850 3.8190
O 25.2820 20.9350 5.1170
C 25.5990 21.6510 6.2130
C 24.9180 22.9990 6.2120
C 27.5580 20.0290 3.9130
H 26.7860 21.8120 6.2630
H 25.3100 21.1410 7.1490
H 25.1710 23.7940 5.4910
H 25.0930 23.3790 7.2940
H 24.0100 22.7220 6.0330
H 27.2650 20.9470 3.1900
H 28.0890 19.2260 3.3060
H 28.2250 20.2340 4.7280
C 21.4360 22.6220 8.9710
C 21.0930 22.9390 7.4930
O 20.0970 21.8870 7.2360
C 19.7260 21.3400 8.3790
O 18.8280 20.4920 8.4690
O 20.3380 21.8780 9.4350
H 21.6570 23.5690 9.5470
H 22.1990 21.8720 8.7840
H 22.0240 22.8170 6.7290
H 20.8360 23.9390 7.1590
C 22.9340 30.5510 9.5310
C 24.1790 30.1860 8.8100
O 25.2930 30.6690 9.6250
C 24.7010 31.3540 10.6800
O 25.3560 32.1560 11.4080
O 23.4170 31.1540 10.8180
H 22.6290 29.6020 9.8130
H 22.2450 31.2160 9.0180
H 24.0640 30.6000 7.8000
H 24.0740 29.2150 8.5290
C 25.4540 24.3940 10.2060
C 24.3100 24.7370 11.1230
O 23.8860 23.4190 11.6230
C 24.8860 22.5450 11.4950
O 24.8940 21.3860 11.8350
O 25.8760 23.2150 10.7310
H 26.1840 25.0290 10.1930
H 25.2390 24.2870 9.1660
H 23.5800 25.3100 10.6370
H 24.5120 25.1480 12.1050
C 19.9930 26.9670 5.6270
C 19.2140 28.2200 6.1220
O 19.4150 29.1360 5.0450
C 20.1790 28.5620 4.1070
O 20.5430 29.0500 3.0710
O 20.2910 27.3370 4.2900
H 19.4990 25.8100 5.9290
H 20.9290 26.9100 5.9750
H 19.3610 28.3130 7.0330
H 18.1050 28.1540 6.3110

***

22
Properties=species:S:1:pos:R:3 method="wB97M-V/def2-TZVPD" homo_lumo_gap_ha="0.2504 / 0.2897" de_lowest_kj_mol=319.4 e_homo_ev="-6.72 / -7.20" spin_multiplicity=1
C 0.4538 -1.1822 -1.3718
C -1.7737 -0.2382 -1.3195
C 1.3541 -0.0305 0.6116
C 0.4880 0.0636 -0.6766
C -0.9009 0.6280 -0.6701
C -1.1746 1.8425 -0.1136
C -0.9387 -1.3198 -1.8665
C 1.8316 0.7405 -0.5358
C 0.0441 -0.3269 2.9622
S 0.9589 0.8665 2.0231
H 1.2580 -1.6408 -1.8060
H -2.8344 -0.1319 -1.3050
H 1.9013 -0.8826 0.6613
H -2.1191 2.0574 -0.0064
H -0.4247 2.4092 0.2601
H -0.8606 -1.0467 -2.9481
H -1.2734 -2.2767 -1.7466
H 1.7391 1.8824 -0.6110
H 2.7833 0.3427 -1.0064
H -1.0363 -0.1295 2.8650
H 0.2080 -1.3666 2.6434
H 0.3163 -0.2603 3.9567

***

13
Properties=species:S:1:pos:R:3 method="wB97M-V/def2-TZVPD" homo_lumo_gap_ha=0.3517 smiles="C=C=NC(=C)C" de_lowest_kj_mol=352.4 e_homo_ev=-8.79 spin_multiplicity=1
C -0.1022 1.9126 1.2255
C 0.7656 0.9800 1.0164
N 1.2798 0.0375 0.3812
C 0.2415 -0.4369 -0.3931
C -0.8373 0.2709 -0.6819
C 0.3844 -1.8557 -0.5980
H -0.6897 1.8611 2.0617
H -0.0437 2.9422 0.9207
H -1.5051 -0.3162 -1.3235
H -1.0375 1.3197 -0.6150
H 1.3201 -1.9662 -1.1967
H -0.4363 -2.3620 -1.1525
H 0.6604 -2.3871 0.3553

***

48
Properties=species:S:1:pos:R:3 method="wB97M-V/def2-TZVPD" charge=+2 homo_lumo_gap_ha=0.2346 e_homo_ev=-14.29 spin_multiplicity=1
La 0.0000 0.0000 0.0000
P 2.0438 -1.0207 0.2651
C 2.3485 -1.4853 -1.5432
C 1.0493 -1.7881 -2.2788
N -0.0811 -1.2285 -1.7705
C -1.2593 -1.4479 -2.4111
C -1.3474 -2.2261 -3.5687
C -0.1780 -2.7888 -4.0874
C 1.0395 -2.5682 -3.4381
C -2.5002 -0.8391 -1.7716
P -2.0771 0.6629 -0.7006
H 1.9552 -2.9882 -3.8276
H -2.2978 -2.3929 -4.0535
H -0.2145 -3.3906 -4.9837
H -3.2311 -0.5581 -2.5299
H -2.9590 -1.5989 -1.1389
H 2.8119 -0.6599 -2.0243
H 3.0383 -2.3270 -1.5984
H 1.7651 3.8166 -2.3969
O 2.6051 3.6886 -2.9950
H 2.3593 4.0237 -3.9015
H -1.5503 4.8661 -0.3447
O -1.1652 5.6697 -0.8244
H -1.6136 6.4696 -0.4173
C -2.2984 2.0544 -1.9501
H -3.2813 1.9992 -2.4179
H -2.2028 3.0213 -1.4560
H -1.5387 1.9809 -2.7291
C -3.6387 0.8279 0.3378
H -3.5967 1.7411 0.9322
H -4.5212 0.8673 -0.3007
H -3.7344 -0.0239 1.0113
C 2.1119 -2.7036 1.1031
H 3.0341 -3.2233 0.8437
H 2.0712 -2.5836 2.1859
H 1.2655 -3.3125 0.7850
C 3.6988 -0.2505 0.7210
H 3.7256 -0.0195 1.7858
H 4.5150 -0.9345 0.4884
H 3.8484 0.6706 0.1565
C -1.5972 0.8097 4.2741
S -0.4021 -0.1278 3.2835
O 0.6846 0.7910 2.7064
O 0.4485 -1.0826 4.1343
O -0.9446 -1.0668 1.9521
H -1.2742 0.8157 5.3357
H -2.5924 0.3251 4.2029
H -1.6615 1.8511 3.8972

***

11
Properties=species:S:1:pos:R:3 method="wB97M-V/def2-TZVPD" homo_lumo_gap_ha="0.3193 / 0.2793" de_lowest_kj_mol=774.2 e_homo_ev="-8.29 / -7.64" spin_multiplicity=1
C -0.0586 0.4882 1.2394
C 0.0920 -0.0315 -0.0929
C 0.4212 0.4737 -1.3541
N 0.3549 0.0063 -2.4936
N -0.6819 -0.6387 1.6170
N -0.4283 -1.3090 0.4612
H 0.1052 1.4694 1.7316
H 1.5061 2.2873 -0.2288
H 0.5128 0.5100 -3.3983
H -0.7066 -1.1981 2.4538
H -1.1169 -2.0576 0.0646

***

11
Properties=species:S:1:pos:R:3 method="wB97M-V/def2-TZVPD" homo_lumo_gap_ha=0.3862 de_lowest_kj_mol=303.1 e_homo_ev=-9.77 spin_multiplicity=1
N -1.2767 -0.6761 -0.3748
C -0.5946 0.2676 0.4819
C 0.5889 0.9423 -0.1295
N 1.7348 0.4190 -0.3820
O 1.9441 -0.8857 0.0814
H -1.7009 -0.1866 -1.1488
H -0.6616 -1.3665 -0.7961
H -1.3678 1.0193 0.8050
H -0.3107 -0.2648 1.4200
H 0.5312 1.9665 -0.5368
H 1.1133 -1.2350 0.5797

***

20
Properties=species:S:1:pos:R:3 method="wB97M-V/def2-TZVPD" homo_lumo_gap_ha=0.3694 smiles="CNCC(=O)N(C)C" de_lowest_kj_mol=318.9 e_homo_ev=-9.15 spin_multiplicity=1
C 1.7620 -1.6254 1.4772
N 1.6896 -0.6539 0.3693
C 0.5374 -1.0030 -0.6317
C 0.1529 0.3675 -1.0931
O 0.7772 0.9479 -1.9217
N -1.2038 0.6018 -0.5825
C -1.6547 1.8716 -1.2774
C -1.4224 0.5711 0.8373
H 1.6741 -2.7453 1.2439
H 1.0183 -1.3376 2.1946
H 2.6716 -1.3779 2.0021
H 2.6402 -0.7004 -0.0849
H 1.0085 -1.7761 -1.3809
H -0.2043 -1.6607 -0.2627
H -2.6537 2.1246 -1.1317
H -0.9518 2.6781 -0.9464
H -1.5535 1.8341 -2.3311
H -0.5765 1.1889 1.4160
H -1.3672 -0.5103 1.1942
H -2.3439 1.2049 0.9095

***

14
Properties=species:S:1:pos:R:3 method="wB97M-V/def2-TZVPD" homo_lumo_gap_ha=0.3128 de_lowest_kj_mol=444.8 e_homo_ev=-7.82 spin_multiplicity=1
C -0.2303 0.9847 -1.2571
C -1.2088 1.1015 -0.4292
C 1.9443 0.1431 0.0227
C 0.0042 -1.5916 0.2680
C -2.0244 0.6147 0.4839
S 0.7119 -0.7320 -0.9219
Cl -3.4647 -0.2587 0.0160
H 0.3314 1.8032 -1.8563
H 1.4364 0.7192 0.9464
H 2.3348 0.9007 -0.4928
H 2.6610 -0.5111 0.3533
H -0.5561 -2.5881 0.1105
H -0.0314 -1.1770 1.2497
H -1.9084 0.5914 1.5067

***

7
Properties=species:S:1:pos:R:3 method="wB97M-V/def2-TZVPD" homo_lumo_gap_ha=0.3496 smiles="O[P@@](=S)(S)Cl" de_lowest_kj_mol=0.0 e_homo_ev=-9.60 spin_multiplicity=1
O 0.4916 -0.0515 1.6134
P -0.2201 0.1868 0.0811
S -0.0461 1.9857 -0.7249
S 0.4469 -1.5076 -1.0476
Cl -2.1602 -0.3561 0.5201
H 1.2113 0.5417 1.7802
H 0.2766 -0.7990 -2.2224

***

92
Properties=species:S:1:pos:R:3 method="wB97M-V/def2-TZVPD" homo_lumo_gap_ha=0.2194 de_lowest_kj_mol=11.6 e_homo_ev=-6.55 spin_multiplicity=1
Ca 0.7353 -2.0793 0.2777
C -0.2462 -4.9824 -1.4517
N 1.0131 -4.3124 -1.1395
C 1.6880 -3.9309 -2.3964
C 1.2863 -2.5130 -2.7898
N 1.7783 -1.5800 -1.7938
C 3.0763 -1.2117 -1.8241
C 3.6553 -0.6969 -0.6389
F 2.8587 -0.6521 0.4671
C 4.9398 -0.2321 -0.5046
F 5.3638 0.2392 0.6743
C 5.8004 -0.2676 -1.5898
F 7.0603 0.1855 -1.4925
C 5.3070 -0.7659 -2.7781
F 6.1014 -0.7940 -3.8567
C 4.0009 -1.2092 -2.8950
F 3.6282 -1.6182 -4.1325
C 1.8479 -5.1933 -0.3074
C 2.9332 -4.4582 0.4719
N 2.3120 -3.4941 1.3655
C 2.7708 -3.2935 2.6025
C 3.9528 -3.7403 3.2475
F 4.8839 -4.4456 2.5648
C 4.2516 -3.4488 4.5652
F 5.3912 -3.9105 5.0911
C 3.4126 -2.6784 5.3528
F 3.7072 -2.4116 6.6370
C 2.2604 -2.1879 4.7665
F 1.4044 -1.4361 5.4780
C 1.9816 -2.4842 3.4554
F 0.8270 -1.9727 2.9172
H -0.0775 -5.9479 -1.9514
H -0.8412 -4.3614 -2.1244
H -0.8177 -5.1425 -0.5388
H 1.4638 -4.6640 -3.1850
H 2.7684 -3.9443 -2.2397
H 0.1892 -2.4546 -2.7917
H 1.5956 -2.3093 -3.8143
H 2.2961 -5.9864 -0.9269
H 1.1876 -5.6760 0.4169
H 3.6291 -3.9717 -0.2264
H 3.5109 -5.2262 0.9886
C -5.5408 10.2348 -3.1456
O -4.8049 9.9640 -1.9662
C -4.3502 8.7016 -1.7826
C -4.5639 7.6535 -2.6704
C -4.0453 6.3980 -2.3791
C -3.3216 6.1684 -1.2186
C -3.1110 7.2337 -0.3383
C -3.6179 8.4821 -0.6140
C -2.7587 4.8567 -0.8929
N -1.8448 4.6344 0.0217
C -1.6182 3.2833 -0.0159
C -2.4042 2.6792 -0.9652
N -3.1324 3.7007 -1.5278
C -2.3853 1.2751 -1.2207
C -3.1900 0.6102 -2.1552
C -3.0860 -0.7515 -2.2852
C -2.1599 -1.4284 -1.4879
N -1.3745 -0.8220 -0.6201
C -1.4802 0.5086 -0.4601
C -0.6329 1.1356 0.5551
N 0.1914 0.3342 1.2620
C 0.9452 0.8860 2.1946
C 0.9358 2.2529 2.4884
C 0.1049 3.0775 1.7765
C -0.7072 2.5175 0.7824
H -5.8083 11.2861 -3.0978
H -6.4507 9.6312 -3.1916
H -4.9371 10.0552 -4.0386
H -5.1148 7.7995 -3.5873
H -4.1992 5.6056 -3.1024
H -2.5401 7.0586 0.5631
H -3.4607 9.3129 0.0604
H -3.8413 3.6224 -2.2340
H -3.8937 1.1651 -2.7639
H -3.6974 -1.2991 -2.9883
H -2.0560 -2.5058 -1.5566
H 1.6022 0.2230 2.7431
H 1.5841 2.6345 3.2644
H 0.0571 4.1430 1.9577
C -0.3991 -5.1156 3.0501
N -1.3993 -4.0724 3.2198
C -1.6281 -3.1758 2.2434
N -2.4537 -2.1248 2.5393
O -1.1317 -3.2993 1.1159
H -0.7944 -5.9558 2.4773
H -0.0973 -5.4686 4.0338
H 0.4729 -4.7097 2.5347
H -1.8096 -3.9302 4.1249
H -2.5134 -1.8165 3.4958
H -2.4253 -1.3887 1.8509

***

What are the total energy values for these records? In order: -723.1089 -734.0060 -7713.3265 -322.5686 -2392.9830 -748.1183 -249.3390 -2015.4680 -281.2952 -264.4719 -382.3811 -1052.9042 -1674.4337 -3824.4756 a.u..